19
Properties=species:S:1:pos:R:3:nbo_charge:R:1 method="wB97M-V/def2-TZVPD" de_lowest_kj_mol=481.0 spin_multiplicity=1 homo_energy_ev=-8.7 total_energy_ev=-8459.369
C 2.73350 -0.29903 0.02594 -0.59
C 1.23233 -0.06082 0.26357 -0.13
O 0.96164 -0.52751 1.58840 -0.74
C 0.83247 1.30542 -0.13183 -0.04
C -1.62082 1.15403 -1.12312 -0.38
C -1.98382 0.37988 -0.09364 -0.18
C -1.92076 -1.12107 -0.08900 -0.67
H 3.00954 -0.07023 -1.00539 0.22
H 2.94174 -1.35182 0.23802 0.22
H 3.34184 0.30216 0.70757 0.21
H 0.70867 -0.70078 -0.46924 0.21
H 0.19911 -0.03704 1.91824 0.47
H 0.39914 1.81568 0.75651 0.09
H -1.27590 0.72550 -2.06216 0.21
H -1.72804 2.23469 -1.09221 0.22
H -2.38717 0.85165 0.80514 0.20
H -1.61697 -1.50669 -1.06835 0.21
H -2.89675 -1.55340 0.16200 0.23
H -1.20147 -1.48132 0.65816 0.23